Entry 1:
Molecular formula: C61H43N7O8P2RuS
Method: DFT, the ωB97M-V functional and the def2-TZVPD basis

Computed properties:
* LUMO energy (alpha / beta): -2.700 / -4.215 eV
* HOMO level (alpha / beta): -0.38402 / -0.39391 Eh
* gap between HOMO and LUMO (alpha / beta): 0.2848 / 0.2390 Ha

```
! RIJCOSX wB97M-V def2-TZVPD def2/J DEFGRID3
* xyz 1 6
Ru -1.319 -0.407 -0.545
O -1.700 2.731 0.240
S -0.400 2.085 -0.082
C 0.242 2.837 -1.548
C -0.325 4.030 -1.925
C 0.307 4.892 -2.849
C 1.568 4.568 -3.265
C 2.579 5.329 -4.087
C 3.848 4.433 -4.101
C 3.473 3.218 -3.290
C 4.185 2.127 -2.880
C 3.499 1.097 -2.198
C 2.155 1.143 -1.878
P 1.293 -0.429 -1.461
C 1.427 -1.406 -3.016
C 0.566 -2.492 -3.191
C 0.595 -3.256 -4.346
C 1.483 -2.946 -5.365
C 2.333 -1.861 -5.217
C 2.307 -1.099 -4.056
C 2.493 -1.163 -0.319
C 2.545 -0.654 0.975
C 3.501 -1.107 1.865
C 4.413 -2.076 1.468
C 4.360 -2.593 0.186
C 3.404 -2.137 -0.712
C 1.470 2.375 -2.102
C 2.133 3.337 -2.873
C 0.771 2.597 1.156
C 1.702 3.566 0.854
C 2.539 4.149 1.823
C 2.381 3.757 3.119
C 3.057 4.232 4.376
C 2.425 3.390 5.511
C 1.401 2.529 4.823
C 0.498 1.637 5.324
C -0.310 0.942 4.410
C -0.251 1.096 3.035
P -1.364 -0.066 2.144
C -1.015 -1.708 2.840
C 0.057 -1.983 3.683
C 0.211 -3.250 4.223
C -0.689 -4.256 3.914
C -1.732 -4.001 3.034
C -1.893 -2.737 2.493
C -2.967 0.431 2.874
C -3.320 1.779 2.768
C -4.498 2.235 3.331
C -5.336 1.356 4.006
C -4.982 0.023 4.125
C -3.797 -0.441 3.567
C 0.614 2.103 2.496
C 1.432 2.761 3.434
H -1.246 4.330 -1.441
H -0.170 5.820 -3.131
H 2.780 6.303 -3.639
H 2.203 5.519 -5.093
H 4.710 4.944 -3.672
H 4.125 4.144 -5.115
H 5.236 2.009 -3.105
H 4.053 0.196 -1.960
H -0.170 -2.726 -2.439
H -0.092 -4.084 -4.449
H 1.508 -3.540 -6.268
H 3.023 -1.599 -6.008
H 2.965 -0.250 -3.995
H 1.840 0.106 1.292
H 3.532 -0.708 2.871
H 5.157 -2.436 2.166
H 5.051 -3.367 -0.118
H 3.363 -2.557 -1.710
H 1.794 3.914 -0.163
H 3.252 4.907 1.532
H 2.878 5.299 4.520
H 4.137 4.099 4.315
H 1.963 4.015 6.277
H 3.167 2.770 6.015
H 0.402 1.444 6.383
H -1.014 0.225 4.815
H 0.781 -1.219 3.921
H 1.049 -3.453 4.875
H -0.569 -5.242 4.341
H -2.425 -4.788 2.766
H -2.697 -2.551 1.792
H -2.681 2.467 2.230
H -4.764 3.280 3.241
H -6.257 1.712 4.445
H -5.624 -0.666 4.657
H -3.534 -1.484 3.683
N -1.663 0.835 -5.161
C -0.948 0.137 -4.281
N -1.432 0.332 -3.064
C -2.485 1.171 -3.292
N -2.657 1.502 -4.549
C -3.425 1.534 -2.234
C -4.438 2.469 -2.402
N -5.356 2.668 -1.468
C -5.288 1.893 -0.394
C -4.276 0.960 -0.215
N -3.318 0.818 -1.121
H -1.560 0.878 -6.163
H -0.099 -0.463 -4.556
H -4.502 3.052 -3.311
H -6.054 2.018 0.361
H -4.239 0.317 0.653
O -3.630 -2.662 -2.312
C -2.993 -2.672 -1.283
O -2.982 -1.690 -0.410
C -2.128 -3.828 -0.880
C -2.563 -5.127 -1.069
C -1.742 -6.173 -0.692
C -0.482 -5.957 -0.166
C -0.063 -4.656 0.006
C -0.853 -3.543 -0.341
O -0.381 -2.319 -0.299
N 1.259 -4.470 0.596
O 1.377 -3.590 1.418
O 2.159 -5.172 0.181
N -2.205 -7.553 -0.872
O -1.446 -8.440 -0.546
O -3.312 -7.710 -1.341
H -3.530 -5.320 -1.511
H 0.162 -6.783 0.097
*
```


Entry 2:
Molecular formula: C61H50HfN2O6STe
Method: DFT, the ωB97M-V functional and the def2-TZVPD basis

Computed properties:
* ΔE to the lowest compared entry with this formula, charge and spin: 0.0 kcal per mole
* LUMO energy: 4.135 eV
* HOMO level: -0.05076 Eh
* gap between HOMO and LUMO: 0.2027 Ha

```
! RIJCOSX wB97M-V def2-TZVPD def2/J DEFGRID3
* xyz -2 1
Hf -0.431 -0.202 0.288
O -1.249 0.454 2.048
C -0.811 0.345 3.349
C 0.714 0.015 3.338
C 1.554 0.991 2.510
C 2.719 1.516 3.048
C 3.528 2.309 2.267
C 3.149 2.589 0.966
C 1.959 2.085 0.476
C 1.493 2.519 -0.912
C 1.069 1.454 -1.948
O -0.004 0.719 -1.471
C 0.618 2.154 -3.245
C -0.292 1.466 -4.049
C -0.726 1.998 -5.252
C -0.262 3.242 -5.681
C 0.637 3.935 -4.884
C 1.075 3.391 -3.675
C 2.229 0.516 -2.357
C 1.956 -0.804 -2.712
C 2.975 -1.647 -3.133
C 4.288 -1.184 -3.218
C 4.567 0.130 -2.874
C 3.540 0.971 -2.449
N 1.178 1.310 1.251
C -0.954 1.706 4.061
C -1.012 1.838 5.447
C -1.095 3.095 6.040
C -1.128 4.241 5.250
C -1.077 4.114 3.866
C -0.990 2.858 3.275
C -1.620 -0.714 4.091
C -2.967 -0.820 3.748
C -3.796 -1.730 4.385
C -3.288 -2.558 5.384
C -1.946 -2.459 5.731
C -1.119 -1.539 5.087
H 0.821 -0.990 2.916
H 1.119 0.000 4.351
H 2.987 1.264 4.066
H 4.455 2.706 2.665
H 3.769 3.195 0.317
H 2.261 3.166 -1.330
H 0.606 3.124 -0.748
H -0.675 0.516 -3.693
H -1.439 1.444 -5.853
H -0.606 3.664 -6.619
H 0.997 4.910 -5.192
H 1.772 3.963 -3.073
H 0.944 -1.179 -2.611
H 2.743 -2.677 -3.379
H 5.084 -1.846 -3.538
H 5.584 0.505 -2.925
H 3.782 1.994 -2.182
H -1.005 0.950 6.077
H -1.152 3.179 7.121
H -1.206 5.220 5.709
H -1.128 4.993 3.231
H -0.984 2.755 2.194
H -3.345 -0.184 2.955
H -4.838 -1.800 4.092
H -3.930 -3.278 5.876
H -1.534 -3.107 6.495
H -0.068 -1.496 5.357
O 3.430 -1.898 0.732
C 2.270 -2.038 0.398
O 1.466 -1.031 0.162
C 1.680 -3.399 0.172
C 2.487 -4.329 -0.484
C 2.021 -5.601 -0.781
C 0.729 -5.944 -0.384
C -0.065 -5.029 0.293
C 0.378 -3.728 0.582
S -0.685 -2.642 1.505
H 3.491 -4.025 -0.754
H 2.647 -6.311 -1.309
H 0.337 -6.933 -0.598
H -1.066 -5.303 0.609
Te -2.122 2.492 -0.495
C -3.382 3.564 0.816
C -3.687 4.913 0.573
C -4.497 5.639 1.446
C -5.028 5.039 2.586
C -4.745 3.699 2.839
C -3.939 2.970 1.963
H -3.282 5.394 -0.312
H -4.708 6.682 1.236
H -5.651 5.609 3.266
H -5.148 3.213 3.720
H -3.732 1.924 2.173
C -7.877 2.610 -0.774
C -7.495 1.366 -0.008
C -8.095 1.121 1.224
C -7.722 0.032 1.998
C -6.727 -0.817 1.537
C -6.114 -0.581 0.312
N -4.977 -1.392 -0.017
C -4.767 -1.999 -1.244
C -5.849 -2.522 -1.972
C -5.642 -3.219 -3.147
C -4.353 -3.442 -3.631
C -3.287 -2.921 -2.915
C -3.472 -2.187 -1.750
C -2.251 -1.585 -1.119
O -2.420 -0.731 -0.173
O -1.098 -1.852 -1.488
C -6.500 0.498 -0.490
C -5.807 0.753 -1.803
H -8.681 3.139 -0.258
H -8.211 2.385 -1.790
H -7.028 3.295 -0.853
H -8.846 1.814 1.587
H -8.187 -0.142 2.962
H -6.390 -1.667 2.122
H -4.118 -1.080 0.419
H -6.851 -2.371 -1.585
H -6.499 -3.607 -3.689
H -4.187 -3.996 -4.546
H -2.264 -3.054 -3.250
H -6.069 -0.007 -2.547
H -4.723 0.739 -1.677
H -6.057 1.730 -2.210
*
```


Entry 3:
Molecular formula: C61H52InN3O4P3Si
Method: DFT, the ωB97M-V functional and the def2-TZVPD basis

Computed properties:
* ΔE to the lowest compared entry with this formula, charge and spin: 20.4 kcal per mole
* LUMO energy: -3.004 eV
* HOMO level: -0.35428 Eh
* gap between HOMO and LUMO: 0.2439 Ha

```
! RIJCOSX wB97M-V def2-TZVPD def2/J DEFGRID3
* xyz 1 1
In -1.479 -0.110 -2.242
C -4.618 -4.166 2.080
C -3.230 -4.102 2.134
C -2.584 -2.911 1.849
C -3.312 -1.763 1.519
C -4.699 -1.832 1.487
C -5.348 -3.033 1.759
P -2.307 -0.262 1.255
C -3.494 1.063 0.846
C -4.348 0.929 -0.251
C -5.135 1.992 -0.669
C -5.068 3.213 -0.014
C -4.216 3.363 1.071
C -3.440 2.296 1.501
C -1.877 0.150 2.978
C -2.649 -0.210 4.082
C -2.208 0.059 5.366
C -0.985 0.689 5.565
C -0.212 1.054 4.475
C -0.652 0.781 3.171
Si 0.551 1.473 1.917
C 2.281 0.887 2.311
C 3.159 1.812 2.888
C 4.358 1.403 3.449
C 4.696 0.057 3.452
C 3.833 -0.872 2.893
C 2.632 -0.469 2.317
P 1.441 -1.673 1.617
C 2.443 -2.529 0.355
C 1.901 -3.676 -0.230
C 2.538 -4.309 -1.284
C 3.729 -3.792 -1.784
C 4.275 -2.653 -1.211
C 3.639 -2.026 -0.146
C 1.351 -2.897 2.979
C 0.531 -2.564 4.060
C 0.388 -3.429 5.133
C 1.050 -4.649 5.135
C 1.861 -4.993 4.063
C 2.013 -4.123 2.992
C 0.526 3.330 2.048
C 0.278 4.217 3.095
C 0.562 5.560 2.904
C 1.091 6.018 1.694
C 1.313 5.145 0.643
C 1.012 3.800 0.841
P 0.945 2.447 -0.360
C -0.050 3.071 -1.726
C 0.525 3.492 -2.921
C -0.279 4.025 -3.917
C -1.646 4.146 -3.716
C -2.217 3.748 -2.514
C -1.422 3.206 -1.517
C 2.616 2.150 -0.963
C 2.806 1.346 -2.089
C 4.089 1.038 -2.508
C 5.187 1.518 -1.805
C 5.001 2.318 -0.686
C 3.719 2.635 -0.263
H -5.128 -5.095 2.298
H -2.654 -4.978 2.406
H -1.500 -2.856 1.907
H -5.283 -0.950 1.257
H -6.429 -3.076 1.728
H -4.403 -0.013 -0.783
H -5.802 1.864 -1.512
H -5.683 4.042 -0.342
H -4.161 4.310 1.593
H -2.792 2.430 2.358
H -3.593 -0.719 3.931
H -2.812 -0.229 6.217
H -0.628 0.883 6.568
H 0.752 1.520 4.648
H 2.902 2.866 2.914
H 5.022 2.131 3.893
H 5.626 -0.270 3.897
H 4.090 -1.925 2.911
H 0.971 -4.087 0.152
H 2.104 -5.198 -1.723
H 4.227 -4.277 -2.613
H 5.201 -2.244 -1.594
H 4.069 -1.123 0.268
H -0.003 -1.622 4.063
H -0.249 -3.153 5.963
H 0.934 -5.329 5.968
H 2.383 -5.941 4.061
H 2.659 -4.403 2.171
H -0.125 3.870 4.037
H 0.374 6.269 3.699
H 1.303 7.072 1.571
H 1.673 5.504 -0.314
H 1.588 3.390 -3.087
H 0.163 4.326 -4.856
H -2.269 4.553 -4.502
H -3.281 3.848 -2.349
H -1.875 2.896 -0.581
H 1.949 0.974 -2.641
H 4.231 0.426 -3.389
H 6.189 1.276 -2.135
H 5.853 2.704 -0.142
H 3.586 3.273 0.599
O 0.884 -1.475 -2.080
H 1.573 -2.130 -2.253
H 0.857 -0.920 -2.889
O -1.705 -3.020 -1.181
H -0.780 -2.778 -1.030
H -1.968 -3.525 -0.402
O -0.106 1.469 -5.986
C -0.016 0.943 -4.931
N 0.079 0.412 -3.863
N -1.891 -5.848 -4.105
C -2.048 -5.230 -5.309
O -1.929 -5.803 -6.370
C -2.360 -3.765 -5.243
C -3.153 -3.194 -6.229
C -3.428 -1.839 -6.161
C -2.891 -1.108 -5.114
N -2.114 -1.647 -4.176
C -1.855 -2.950 -4.244
H -1.778 -6.848 -4.121
H -2.216 -5.414 -3.259
H -3.530 -3.814 -7.031
H -4.040 -1.349 -6.904
H -3.075 -0.041 -5.036
H -1.211 -3.347 -3.471
*
```


Entry 4:
Molecular formula: C61H54Cl2N8PSeTc
Method: DFT, the ωB97M-V functional and the def2-TZVPD basis

Computed properties:
* LUMO energy (alpha / beta): -9.239 / -9.299 eV
* HOMO level (alpha / beta): -0.52499 / -0.52472 Eh
* gap between HOMO and LUMO (alpha / beta): 0.1855 / 0.1830 Ha

```
! RIJCOSX wB97M-V def2-TZVPD def2/J DEFGRID3
* xyz 3 2
Tc 0.487 -0.431 -0.063
C -2.827 2.752 2.895
N -1.558 2.356 2.290
C -1.392 1.415 1.331
N -0.099 1.260 1.061
C 0.600 2.163 1.864
C -0.335 2.834 2.657
C -0.165 3.748 3.793
C -0.735 5.022 3.790
C -0.572 5.857 4.884
C 0.146 5.422 5.990
C 0.714 4.154 5.998
C 0.565 3.320 4.905
C 2.031 2.440 1.876
C 3.049 1.431 1.456
C 4.457 1.846 1.563
C 4.825 3.084 1.963
C 3.830 4.022 2.294
C 2.481 3.701 2.241
P -2.840 0.546 0.584
C -2.304 -1.132 0.988
N -1.061 -1.541 0.791
C -1.014 -2.872 1.111
C -2.268 -3.266 1.544
N -3.062 -2.147 1.451
C -4.484 -2.080 1.758
C -2.754 -4.591 1.945
C -2.526 -5.684 1.106
C -2.975 -6.942 1.467
C -3.646 -7.126 2.668
C -3.875 -6.045 3.508
C -3.435 -4.781 3.148
C 0.228 -3.629 0.996
C 1.066 -3.402 -0.098
C 2.260 -4.093 -0.228
C 2.631 -5.018 0.736
C 1.801 -5.254 1.825
C 0.605 -4.569 1.955
C -2.246 0.553 -1.135
N -1.041 0.230 -1.614
C -1.082 0.524 -2.962
C -2.350 0.987 -3.288
N -3.057 1.003 -2.122
C -4.458 1.376 -1.975
C -2.885 1.404 -4.590
C -3.495 2.651 -4.740
C -3.964 3.055 -5.981
C -3.833 2.216 -7.078
C -3.226 0.975 -6.935
C -2.751 0.570 -5.700
C 0.049 0.566 -3.910
C 0.281 1.747 -4.500
C 1.490 2.047 -5.303
C 2.458 0.851 -5.475
C 1.916 -0.490 -5.074
C 0.849 -0.609 -4.279
H -3.512 1.910 2.908
H -2.647 3.080 3.914
H -3.283 3.573 2.343
H -1.277 5.369 2.919
H -1.006 6.847 4.872
H 0.259 6.069 6.850
H 1.269 3.813 6.862
H 0.997 2.325 4.907
H 2.892 1.236 0.382
H 5.199 1.132 1.225
H 5.869 3.365 2.000
H 4.117 5.025 2.584
H 1.767 4.480 2.456
H -4.933 -3.054 1.588
H -4.645 -1.801 2.799
H -4.968 -1.347 1.117
H -2.006 -5.536 0.167
H -2.806 -7.783 0.808
H -3.992 -8.112 2.950
H -4.393 -6.187 4.447
H -3.592 -3.948 3.822
H 0.703 -2.778 -0.931
H 2.887 -3.947 -1.097
H 3.553 -5.573 0.626
H 2.090 -5.976 2.577
H -0.035 -4.751 2.808
H -4.935 1.350 -2.950
H -4.968 0.674 -1.320
H -4.556 2.381 -1.564
H -3.577 3.323 -3.894
H -4.428 4.025 -6.092
H -4.208 2.528 -8.043
H -3.132 0.318 -7.790
H -2.293 -0.405 -5.583
H -0.373 2.588 -4.301
H 1.226 2.585 -6.214
H 2.919 0.810 -6.460
H 2.462 -1.365 -5.404
H 0.505 -1.582 -3.950
C 4.525 -1.528 2.787
C 3.397 -0.607 3.287
C 3.958 0.410 4.281
C 2.324 -1.454 3.992
C 2.724 0.017 2.069
C 1.787 -0.538 1.350
H 5.000 -2.022 3.637
H 5.293 -0.958 2.261
H 4.135 -2.290 2.111
H 4.167 -0.097 5.222
H 3.245 1.215 4.483
H 4.895 0.845 3.936
H 2.759 -1.978 4.843
H 1.899 -2.192 3.304
H 1.516 -0.818 4.358
Cl -3.714 -3.075 -4.308
C -2.205 -3.818 -3.759
Cl -1.480 -2.871 -2.453
H -1.507 -3.847 -4.587
H -2.414 -4.811 -3.381
Se 3.372 -1.138 -1.530
N 2.143 0.208 -1.260
C 2.378 1.149 -2.150
C 1.883 2.509 -2.092
C 2.099 3.328 -3.130
C 2.587 2.819 -4.444
C 3.445 1.522 -4.430
C 3.368 0.791 -3.142
N 4.008 -0.315 -2.940
H 1.411 2.843 -1.174
H 1.828 4.375 -3.060
H 3.049 3.611 -5.028
H 4.472 1.624 -4.771
*
```